[1]
C59H92NO18RbS5 as an isolated structure in a non-equilibrium geometry. Source: the Open Molecules 2025 dataset; level of theory: the ωB97M-V functional and the def2-TZVPD basis.

Positions of all 176 atoms, in Å:
Rb  5.486  11.155  -11.616
C  1.952  14.521  -8.805
C  1.112  13.574  -9.715
C  -0.072  14.452  -10.211
C  0.235  15.153  -11.531
C  0.877  14.193  -12.511
C  2.165  13.528  -12.010
N  1.882  12.924  -10.733
O  2.914  12.129  -10.205
C  3.351  14.520  -11.947
C  2.398  12.446  -13.088
C  0.426  12.513  -8.845
H  2.888  14.007  -8.609
H  1.408  14.800  -7.898
H  2.180  15.498  -9.261
H  -0.202  15.320  -9.564
H  -1.012  13.896  -10.235
H  0.936  15.978  -11.330
H  -0.674  15.569  -11.983
H  1.148  14.844  -13.356
H  0.130  13.444  -12.762
H  4.306  14.008  -11.897
H  3.292  15.124  -11.038
H  3.226  15.190  -12.804
H  2.881  12.829  -13.992
H  1.435  12.017  -13.379
H  2.873  11.566  -12.679
H  -0.409  12.025  -9.353
H  -0.053  12.984  -7.970
H  1.088  11.714  -8.530
C  5.810  8.162  -13.363
C  6.618  7.001  -13.534
C  6.087  5.610  -13.213
O  6.814  4.635  -13.451
C  4.818  5.472  -12.612
C  4.014  6.593  -12.361
C  4.524  8.016  -12.725
O  3.807  9.016  -12.511
O  2.909  6.562  -11.803
O  7.784  7.102  -13.935
H  6.171  9.133  -13.684
H  4.497  4.489  -12.297
C  6.462  12.794  -8.703
S  7.848  13.446  -9.714
O  7.389  13.333  -11.135
C  7.702  15.207  -9.321
H  6.730  11.778  -8.438
H  5.545  13.060  -9.235
H  6.488  13.400  -7.794
H  6.934  15.543  -10.015
H  8.649  15.720  -9.459
H  7.387  15.354  -8.288
C  1.712  7.490  -15.017
S  1.423  8.776  -16.252
O  0.123  9.467  -15.996
C  2.734  9.850  -15.661
H  2.795  7.343  -15.020
H  1.240  6.567  -15.335
H  1.449  7.826  -14.013
H  2.514  10.126  -14.631
H  2.851  10.678  -16.357
H  3.641  9.243  -15.671
C  0.842  19.794  -12.534
S  -0.794  20.339  -13.107
O  -0.905  19.892  -14.515
C  -1.699  19.153  -12.090
H  0.950  19.929  -11.461
H  1.581  20.313  -13.138
H  0.874  18.731  -12.787
H  -1.246  18.169  -12.026
H  -2.738  19.149  -12.411
H  -1.717  19.652  -11.115
C  -3.058  10.264  -6.940
S  -1.606  9.193  -6.918
O  -0.777  9.549  -8.066
C  -0.868  9.905  -5.438
H  -2.803  11.305  -7.154
H  -3.472  10.230  -5.927
H  -3.808  9.947  -7.661
H  -0.639  10.965  -5.587
H  0.085  9.400  -5.302
H  -1.572  9.818  -4.611
C  -0.995  12.719  -15.408
S  -1.587  14.235  -16.147
O  -2.978  14.020  -16.627
C  -1.616  15.292  -14.680
H  -0.957  11.945  -16.171
H  -1.518  12.452  -14.489
H  0.034  12.895  -15.070
H  -2.381  16.058  -14.677
H  -0.576  15.607  -14.567
H  -1.777  14.667  -13.793
C  6.111  16.006  -15.329
C  4.741  15.763  -15.267
C  3.866  16.827  -15.170
C  4.343  18.132  -15.254
C  5.714  18.398  -15.293
C  6.575  17.318  -15.342
H  6.805  15.177  -15.329
H  4.444  14.722  -15.272
H  2.787  16.735  -15.104
H  3.602  18.919  -15.335
H  5.999  19.439  -15.366
H  7.650  17.471  -15.316
C  -2.610  18.834  -7.465
C  -1.750  18.624  -8.530
C  -1.677  17.377  -9.133
C  -2.595  16.396  -8.775
C  -3.524  16.648  -7.786
C  -3.558  17.883  -7.148
H  -2.610  19.783  -6.940
H  -1.119  19.443  -8.855
H  -1.024  17.222  -9.981
H  -2.461  15.403  -9.183
H  -4.303  15.920  -7.596
H  -4.260  17.960  -6.326
C  -6.200  11.646  -11.254
C  -5.478  11.504  -12.438
C  -4.290  12.196  -12.620
C  -3.822  12.985  -11.571
C  -4.490  13.068  -10.360
C  -5.711  12.411  -10.207
H  -7.172  11.169  -11.212
H  -5.890  10.829  -13.176
H  -3.789  12.101  -13.574
H  -2.870  13.485  -11.723
H  -3.974  13.500  -9.511
H  -6.313  12.585  -9.324
O  1.984  9.897  -6.745
C  2.516  10.815  -6.204
O  2.677  10.821  -4.838
C  3.130  12.112  -4.389
C  3.749  12.757  -5.613
C  2.966  12.143  -6.773
H  3.793  11.923  -3.545
H  2.282  12.673  -3.980
H  4.819  12.512  -5.618
H  3.710  13.847  -5.569
H  3.452  12.181  -7.757
H  2.061  12.744  -6.848
O  1.390  11.517  -19.718
C  1.732  12.453  -19.066
O  0.887  13.157  -18.292
C  1.588  14.212  -17.578
C  3.028  13.754  -17.555
C  3.152  12.977  -18.874
H  1.087  14.328  -16.625
H  1.450  15.087  -18.215
H  3.441  13.134  -16.761
H  3.691  14.618  -17.635
H  3.864  12.160  -18.847
H  3.383  13.625  -19.722
O  3.011  16.067  -5.842
C  2.847  17.134  -6.344
O  3.870  18.008  -6.494
C  3.446  19.237  -7.074
C  1.949  19.106  -7.427
C  1.540  17.770  -6.768
H  4.033  19.523  -7.944
H  3.584  20.056  -6.364
H  1.738  19.145  -8.492
H  1.409  19.895  -6.905
H  0.908  17.085  -7.319
H  1.061  17.966  -5.804
O  3.637  20.645  -10.654
C  4.437  19.749  -10.652
O  5.400  19.695  -9.700
C  6.042  18.409  -9.728
C  4.973  17.484  -10.377
C  4.358  18.429  -11.391
H  6.404  18.183  -8.732
H  6.879  18.393  -10.438
H  4.454  17.139  -9.481
H  5.445  16.673  -10.920
H  3.354  18.214  -11.736
H  5.023  18.539  -12.255

HOMO energy: -0.0373 Ha
Energy: -155846.2890 eV
Net charge: -2
Frontier orbital gap: 3.51 eV

Atomic partial charges in e from the Mulliken method, atoms 1 to 99:
1 Rb 0.974
2 C -1.656
3 C 3.006
4 C -0.032
5 C 0.015
6 C -0.759
7 C 2.863
8 N 0.318
9 O -0.531
10 C 0.084
11 C -1.785
12 C -2.546
13 H -0.435
14 H 0.657
15 H 0.159
16 H -0.899
17 H -0.323
18 H -0.356
19 H 0.332
20 H -0.406
21 H 0.287
22 H 0.193
23 H -0.698
24 H -0.484
25 H -0.414
26 H 0.494
27 H 0.479
28 H 0.556
29 H 0.379
30 H 0.209
31 C -0.548
32 C 0.175
33 C 0.449
34 O -0.771
35 C -0.911
36 C 0.559
37 C 0.260
38 O -0.568
39 O -0.790
40 O -0.789
41 H 0.505
42 H 0.388
43 C -0.659
44 S 0.382
45 O -0.576
46 C -0.314
47 H 0.513
48 H -0.055
49 H 0.268
50 H -0.313
51 H 0.431
52 H 0.368
53 C -0.754
54 S 0.322
55 O -0.592
56 C 0.064
57 H 0.166
58 H 0.426
59 H 0.247
60 H -0.058
61 H -0.254
62 H 0.398
63 C -0.571
64 S 0.403
65 O -0.629
66 C -0.050
67 H 0.253
68 H 0.454
69 H 0.013
70 H -0.446
71 H 0.436
72 H 0.186
73 C -0.849
74 S 0.362
75 O -0.411
76 C -0.831
77 H 0.157
78 H 0.368
79 H 0.331
80 H 0.168
81 H 0.218
82 H 0.493
83 C -0.205
84 S 0.542
85 O -0.714
86 C 0.149
87 H 0.511
88 H 0.283
89 H -0.451
90 H 0.505
91 H -0.060
92 H -0.500
93 C -0.880
94 C -0.194
95 C -0.177
96 C -0.606
97 C -0.560
98 C -0.472
99 H 0.464

***

[2]
A 18-piece molecular cluster, C19H22BCl51NO4 overall in a non-equilibrium geometry. Source: the Open Molecules 2025 dataset; level of theory: the ωB97M-V functional and the def2-TZVPD basis.

Positions of all 98 atoms, in Å:
N  1.618  0.848  -0.003
C  0.858  -0.406  0.111
B  -0.679  -0.259  -0.264
O  -1.083  0.755  -1.090
O  -1.663  -1.148  0.122
C  1.458  -1.445  -0.868
O  1.919  -2.502  -0.376
O  1.379  -1.105  -2.091
H  1.544  1.398  0.839
H  1.292  1.375  -0.796
H  0.958  -0.781  1.125
H  -2.040  0.710  -1.174
H  -1.398  -1.707  0.859
C  -0.249  -4.684  -0.417
Cl  -0.809  -3.700  -1.738
Cl  -0.636  -3.886  1.119
Cl  -0.917  -6.325  -0.490
H  0.831  -4.744  -0.453
C  -2.469  4.210  -1.113
Cl  -3.395  3.151  -0.038
Cl  -1.163  5.000  -0.220
Cl  -1.847  3.337  -2.498
H  -3.139  4.981  -1.468
C  -0.524  1.039  4.313
Cl  -1.150  0.342  2.824
Cl  0.646  -0.046  5.062
Cl  0.212  2.611  3.986
H  -1.344  1.185  5.003
C  -1.989  -5.020  4.204
Cl  -3.695  -5.056  4.666
Cl  -1.313  -3.409  4.403
Cl  -1.066  -6.211  5.127
H  -1.919  -5.280  3.156
C  -2.851  2.210  -6.365
Cl  -1.578  1.513  -5.379
Cl  -4.160  2.824  -5.360
Cl  -2.200  3.472  -7.436
H  -3.258  1.426  -6.988
C  2.368  -8.356  0.346
Cl  2.601  -9.086  -1.253
Cl  2.091  -6.627  0.259
Cl  1.050  -9.168  1.198
H  3.276  -8.519  0.908
C  0.915  2.570  8.620
Cl  -0.117  3.343  7.414
Cl  0.539  0.855  8.776
Cl  2.607  2.803  8.191
H  0.725  3.035  9.576
C  4.324  -5.123  -3.630
Cl  3.626  -6.625  -3.031
Cl  5.087  -4.227  -2.322
Cl  5.463  -5.410  -4.955
H  3.501  -4.533  -4.013
C  -1.338  7.571  2.995
Cl  -0.526  7.924  1.473
Cl  -0.847  6.004  3.627
Cl  -1.049  8.852  4.179
H  -2.401  7.534  2.802
C  -8.211  -5.389  4.761
Cl  -9.107  -4.107  3.946
Cl  -7.911  -6.740  3.668
Cl  -6.700  -4.776  5.429
H  -8.817  -5.750  5.579
C  6.035  2.700  5.399
Cl  5.831  4.445  5.216
Cl  5.581  2.184  7.028
Cl  5.110  1.829  4.187
H  7.080  2.469  5.247
C  -5.466  7.091  -6.342
Cl  -4.842  8.133  -5.066
Cl  -4.213  6.039  -6.996
Cl  -6.830  6.134  -5.752
H  -5.828  7.724  -7.139
C  8.760  0.288  3.500
Cl  8.586  2.038  3.307
Cl  8.335  -0.191  5.146
Cl  7.786  -0.572  2.320
H  9.798  0.039  3.334
C  -0.445  8.189  -3.791
Cl  -1.010  9.852  -3.578
Cl  -0.725  7.238  -2.337
Cl  -1.200  7.446  -5.196
H  0.622  8.226  -3.966
C  2.272  3.890  -4.284
Cl  1.760  5.574  -4.086
Cl  1.972  2.977  -2.823
Cl  1.447  3.164  -5.662
H  3.335  3.880  -4.478
C  0.846  -1.614  -4.653
Cl  -0.724  -2.387  -4.620
Cl  2.072  -2.745  -4.082
Cl  1.238  -1.014  -6.280
H  0.826  -0.787  -3.951
C  -2.807  -8.756  -3.027
Cl  -1.535  -9.362  -1.968
Cl  -4.271  -8.397  -2.106
Cl  -2.262  -7.341  -3.920
H  -3.046  -9.533  -3.739

HOMO energy: -0.1764 Ha
Energy: -669064.1410 eV
Net charge: -1
Frontier orbital gap: 6.45 eV

The net atomic charges from Mulliken, expressed in e, are:
1 N -0.714
2 C 0.968
3 B 0.398
4 O -0.260
5 O -0.423
6 C -0.297
7 O -0.769
8 O -0.595
9 H 0.195
10 H 0.042
11 H 0.378
12 H 0.150
13 H -0.004
14 C 0.127
15 Cl -0.013
16 Cl -0.060
17 Cl -0.037
18 H -0.031
19 C -0.245
20 Cl -0.132
21 Cl -0.085
22 Cl 0.107
23 H 0.372
24 C -0.149
25 Cl -0.032
26 Cl -0.131
27 Cl -0.087
28 H 0.354
29 C 0.278
30 Cl -0.097
31 Cl -0.070
32 Cl -0.150
33 H 0.033
34 C -0.060
35 Cl -0.007
36 Cl -0.103
37 Cl -0.151
38 H 0.314
39 C -0.062
40 Cl -0.142
41 Cl -0.006
42 Cl -0.132
43 H 0.341
44 C -0.069
45 Cl -0.086
46 Cl -0.119
47 Cl -0.067
48 H 0.353
49 C 0.718
50 Cl -0.058
51 Cl -0.087
52 Cl -0.163
53 H -0.322
54 C 0.006
55 Cl -0.093
56 Cl -0.051
57 Cl -0.147
58 H 0.272
59 C 0.058
60 Cl -0.126
61 Cl -0.121
62 Cl -0.092
63 H 0.290
64 C 0.301
65 Cl -0.143
66 Cl -0.140
67 Cl -0.038
68 H -0.013
69 C -0.034
70 Cl -0.106
71 Cl -0.030
72 Cl -0.134
73 H 0.306
74 C 0.011
75 Cl -0.116
76 Cl -0.109
77 Cl -0.075
78 H 0.322
79 C -0.207
80 Cl -0.157
81 Cl 0.056
82 Cl -0.022
83 H 0.331
84 C -0.234
85 Cl -0.070
86 Cl -0.016
87 Cl -0.094
88 H 0.378
89 C 0.315
90 Cl -0.173
91 Cl -0.133
92 Cl -0.187
93 H 0.107
94 C -0.073
95 Cl -0.087
96 Cl -0.125
97 Cl -0.071
98 H 0.355

***

[3]
A single C10H12O2S molecule in a non-equilibrium geometry. Source: the Open Molecules 2025 dataset; level of theory: the ωB97M-V functional and the def2-TZVPD basis.

Positions of all 25 atoms, in Å:
C  -2.692  -2.266  1.564
C  -2.101  -0.916  2.144
O  -0.930  -1.378  2.879
C  -1.735  0.065  1.003
O  -2.436  0.082  -0.016
S  -0.686  1.486  1.451
C  -0.191  2.091  -0.248
C  0.927  1.246  -0.916
C  0.765  0.889  -2.225
C  1.789  0.163  -2.824
C  2.922  -0.322  -2.090
C  3.090  0.128  -0.774
C  2.082  0.868  -0.194
H  -3.659  -1.976  1.282
H  -2.813  -2.991  2.466
H  -2.074  -2.536  0.732
H  -2.888  -0.538  2.756
H  -0.180  -0.702  2.813
H  -0.973  1.990  -0.930
H  0.069  3.166  -0.315
H  -0.111  1.157  -2.690
H  1.768  -0.046  -3.859
H  3.805  -0.763  -2.547
H  4.001  -0.128  -0.263
H  2.253  1.231  0.801

SMILES: C[C@@H](O)C(=O)SCc1ccccc1
HOMO energy: -0.3362 Ha
Energy: -25493.5519 eV
Frontier orbital gap: 9.45 eV

The net atomic charges from Mulliken, expressed in e, are:
1 C -1.204
2 C 0.375
3 O -0.527
4 C 0.379
5 O -0.544
6 S -0.153
7 C -1.056
8 C 0.817
9 C -0.567
10 C -0.456
11 C -0.590
12 C -0.383
13 C -0.418
14 H 0.350
15 H 0.317
16 H 0.342
17 H 0.228
18 H 0.332
19 H 0.436
20 H 0.438
21 H 0.436
22 H 0.385
23 H 0.329
24 H 0.385
25 H 0.347